(1)
The following is a quantum chemistry calculation of an isolated molecule of C12H14BN3O at a distorted geometry, from OMol25.

Cartesian coordinates (Å):
H 2.8376 1.9902 -2.5575
C 2.5256 1.4508 -1.5932
C -1.7278 -0.5135 0.2161
H -2.5795 1.0636 1.5465
C 0.8902 1.1253 0.5145
C 3.7314 -1.8606 0.6180
H -4.7798 -0.8994 -1.6696
H -0.3209 1.1436 2.4808
H 4.6363 -2.1078 -0.0372
C -1.7947 1.0132 0.7070
C 2.9224 -0.5623 0.1478
H 0.6548 2.8358 -1.1399
C 1.2603 1.9205 -0.7731
N -2.6667 2.7773 -1.2681
C -0.3991 1.5284 1.3960
N -4.1711 -0.2670 -1.1110
O -3.1107 -2.5243 -0.7798
H -0.4668 2.6856 1.4297
H 3.0009 -2.7543 0.5395
H 1.3572 -0.6817 1.9669
C -2.1202 2.0761 -0.4439
H 4.0734 -1.8212 1.7142
H -0.8139 -0.7740 -0.4283
C 1.6980 -0.1309 1.0239
B -3.0459 -1.0695 -0.5597
H 4.2725 -0.0967 -1.7558
H -2.3378 -2.7382 -1.3603
H -3.7403 0.3577 -1.8232
N -1.6245 -2.0043 2.6189
C 3.3652 0.2084 -1.1371
C -1.5899 -1.4085 1.5646

Properties
F_max	6.50	eV Å⁻¹
molar mass	227.08	g mol⁻¹
calculated total energy	-729.87786	Ha

=====

(2)
The following is a quantum chemistry calculation of a structure of composition C12H14Br3NO2Si at a distorted geometry, from OMol25.

Cartesian coordinates (Å):
H 3.5551 -1.4494 0.5763
Br -6.4435 0.7825 3.6777
H 3.4968 2.5735 -0.3825
H 1.8622 -1.8599 0.1109
C -2.1124 -1.8711 0.8126
H -2.5885 -2.4908 1.5614
C -1.3474 -0.7856 1.2293
Br -3.6335 0.6145 2.1805
Br -4.2884 3.0916 4.0721
H -5.4299 2.3137 2.0268
C -0.7230 -0.0469 0.2458
H -1.1882 -0.5419 2.2701
C 2.5479 -1.0684 0.4240
C -0.0210 0.6364 -1.8596
H -1.7703 -1.6134 -2.5791
N 0.9557 1.1114 -0.9058
O 0.2304 2.0065 1.1452
O -0.1639 1.0365 -2.9772
Si 2.5356 0.3099 -0.8518
H 4.0624 1.3554 0.7514
H 3.5929 0.2187 -3.1032
H 3.5637 -1.3374 -2.2761
C 2.9736 -0.4465 -2.5044
H -2.8920 -3.0075 -0.8121
H 2.1483 -0.6800 1.3656
C 0.1886 1.1437 0.3221
H 2.0987 -0.7783 -3.0639
H 4.7601 1.3718 -0.8522
C -1.6565 -1.3986 -1.5255
C -0.8629 -0.3515 -1.1015
C 3.8344 1.5423 -0.3011
C -5.0113 1.7804 2.8676
C -2.2736 -2.1615 -0.5433

Properties
F_max	1.18	eV Å⁻¹
molar mass	472.05	g mol⁻¹
calculated total energy	-8682.48524	Ha

=====

(3)
The following is a quantum chemistry calculation of a structure of composition C12H14BrN3O4PtS at a distorted geometry, from OMol25.

Cartesian coordinates (Å):
H -1.2762 -4.6206 0.5844
H -0.2072 -3.3565 4.5529
C 1.1193 -1.0725 3.7977
H -1.2811 -0.6311 -3.5997
C -0.2883 -3.1943 3.4889
N -2.1974 1.4773 -2.2754
H 1.0577 -0.1880 -3.1148
C 0.3473 0.6391 -3.0643
H 0.6200 0.6593 -0.9477
O 1.8791 1.4669 0.4970
C -0.3288 -2.7119 0.8301
H 0.8437 1.5532 -3.4055
S -1.9024 0.9842 0.2464
H -1.3653 -5.0017 3.0483
C 2.7405 3.5613 1.2616
C 0.2600 -2.0497 2.9381
N -0.0743 0.7861 -1.6868
O 1.3756 0.0296 3.2480
H 2.3056 4.5538 1.1676
O 0.5695 2.6861 1.7485
C -1.3163 1.0964 -1.3439
C -0.9049 -4.1122 2.6499
H 3.1893 3.4741 2.2500
H -2.8551 1.1531 -4.2163
O 1.4859 -1.4843 4.8786
Pt 0.0885 0.4255 1.5213
C -0.8735 0.3274 -3.9218
C 1.6587 2.5141 1.1731
C -1.9279 1.4042 -3.6953
Br -0.2236 -2.3892 -1.0280
H -0.6076 0.2692 -4.9751
H -3.1350 1.6531 -1.9509
N 0.1850 -1.7794 1.6234
H 3.4976 3.3934 0.5004
H -1.5705 2.3746 -4.0598
C -0.8881 -3.8908 1.2790

Properties
F_max	2.29	eV Å⁻¹
molar mass	571.31	g mol⁻¹
calculated total energy	-4022.45834	Ha

=====

(4)
The following is a quantum chemistry calculation of an isolated molecule of C12H14FP at a distorted geometry, from OMol25.

Cartesian coordinates (Å):
H -3.3617 0.0138 1.8544
H -3.3178 -0.6613 -1.6429
H 1.5863 -0.6008 1.7056
H -2.4890 -1.4692 1.4644
C 1.7315 -0.1139 -0.2013
H -3.9500 0.9540 -1.1159
H 2.0102 0.3985 -2.3184
C 0.3605 -0.1140 -0.2717
H -1.6343 1.6341 1.4966
H 5.5285 0.0616 0.3391
C 2.5306 0.2676 -1.3025
H -3.9190 -1.0301 0.5195
C 3.7363 -0.2812 1.1944
H -2.7421 2.2740 0.2108
H 4.6690 0.5137 -1.9931
C 4.5273 0.0565 0.1162
C 3.9162 0.2743 -1.1370
H -2.4059 0.7193 -2.1118
H -0.8772 2.1004 0.1162
C -3.0017 0.4104 -1.2522
C -3.0187 -0.5928 0.9892
C 2.3494 -0.3511 1.0636
P -0.9255 -2.3523 -0.7610
C -2.1004 0.2125 0.0085
C -0.8630 -0.5240 -0.1941
C -1.8370 1.6764 0.4254
F -0.8222 -2.9818 0.7572
H 4.3198 -0.4947 2.0408

Properties
F_max	4.24	eV Å⁻¹
molar mass	208.22	g mol⁻¹
calculated total energy	-906.73547	Ha

=====

(5)
The following is a quantum chemistry calculation of a structure of composition C12H14IN at a distorted geometry, from OMol25.

Cartesian coordinates (Å):
C 1.3170 -0.8150 -1.5161
H -3.6009 -1.3244 1.8774
H 2.8047 -0.7986 1.6392
C -1.5686 -0.5938 -1.2541
H 1.0350 0.4343 -3.2251
I 1.6141 -2.9267 -1.7623
H -4.8105 -1.1062 -0.3740
H -0.5332 1.7903 0.5652
C 0.4432 -0.0997 -2.4993
N 0.4442 -0.6467 0.1025
H -3.4068 -0.5804 -2.3313
H 0.5553 1.8239 -0.6574
C 2.4106 0.1326 1.3725
H -1.3251 -1.4535 1.9514
C -1.6583 -1.0854 1.0800
C -3.7111 -1.0012 -0.2146
H 1.1167 2.3848 1.0113
C -3.0548 -1.0853 0.9906
H -1.5752 0.3391 -3.2281
C 0.9475 0.3716 1.0081
C -2.9342 -0.7969 -1.3414
H 2.3477 -0.3116 -1.4236
C 0.6063 1.6850 0.4088
H 0.3398 0.3386 1.9671
H 3.0637 0.3380 0.4966
C -0.8895 -0.0150 -2.4485
H 2.5128 0.7401 2.3176
C -0.9178 -0.8031 -0.0605

Properties
F_max	4.52	eV Å⁻¹
molar mass	299.15	g mol⁻¹
calculated total energy	-817.99516	Ha

=====

(6)
The following is a quantum chemistry calculation of a structure of composition C12H14IO3 at a distorted geometry, from OMol25.

Cartesian coordinates (Å):
H 0.0774 -4.8889 -1.3151
C -0.7872 -3.2694 -2.9143
H 0.2164 0.0749 2.8946
H 0.7926 3.6270 0.4320
C 0.0039 -0.5854 -2.4478
H 1.4472 -3.0153 0.3087
C 0.7773 1.4665 -0.3039
I -0.1643 -2.5404 1.7448
C -0.0695 2.3930 2.1493
H 2.1335 2.5867 1.2515
C 0.8507 -1.0563 -1.0862
H 1.0887 1.9465 -1.3249
O -1.7854 0.5707 1.8801
O -1.4016 3.0169 1.9972
H 2.7667 0.1680 -0.5203
H -0.3654 1.1666 -0.3048
C 0.0682 -3.7264 -1.5835
H -1.4086 -4.0185 -3.5955
C -2.3441 1.9374 1.6102
H 1.6290 -0.2959 0.9877
H -1.4205 -1.3186 -4.3041
C 0.8714 -2.6377 -0.6535
C -0.5634 0.9087 2.6378
H -1.0218 1.1500 3.7104
O -3.5487 1.9774 1.0355
C 0.9904 2.5505 0.9088
H 0.3802 2.8712 3.1180
C 1.6404 0.0738 -0.1398
C -0.8099 -1.6827 -3.3593
H -0.0437 0.5496 -2.8134

Properties
net charge	-1
F_max	9.00	eV Å⁻¹
molar mass	333.14	g mol⁻¹
calculated total energy	-988.71821	Ha